# 1
The following is a quantum chemistry calculation of a molecular structure, C73H54AsF15GeN6O2S2Si2TaTe, from OMol25.

The calculation puts the orbital gap at 4.324 eV. The calculation puts the relative energy (zero: lowest compared OMol25 entry of this formula, charge and spin) at 0.0000 eV. The calculation puts the LUMO energy at -0.3178 hartree. As for the HOMO energy: -0.4767 hartree. As for the total charge: +3.

The geometry in XYZ format:
```
158
Properties=species:S:1:pos:R:3:mulliken_charge:R:1
F -7.470 -4.051 0.353 -0.321
F -5.610 -2.258 1.125 -0.396
C 1.710 -4.229 0.899 -0.394
H 1.311 5.008 -1.376 0.613
C 2.658 -3.302 -3.715 -0.948
H 3.322 -1.648 1.538 -0.239
F -8.978 -3.567 -1.848 -0.273
H 0.482 3.068 -0.129 0.773
C 5.943 0.945 3.165 -0.900
C 2.623 -2.132 -2.966 -1.153
H 1.195 1.530 4.463 0.473
C -5.907 2.945 -0.909 0.801
C -4.823 0.820 1.836 0.863
C 0.947 4.150 -1.921 -1.540
H -1.621 -3.280 6.988 0.577
H 3.121 -1.997 5.458 0.217
F -4.630 1.796 5.843 -0.359
H 4.925 1.891 6.085 0.332
C -0.214 -1.613 2.849 1.516
H 3.410 -3.419 -4.483 0.491
H -0.590 4.434 -13.782 0.356
H 1.774 -5.222 -4.081 0.499
N -0.136 1.763 -7.303 -0.843
C 0.731 -3.007 -1.755 -0.272
C -0.006 1.922 -3.158 0.034
C -6.949 -0.601 -1.768 0.307
C 1.351 5.254 -10.367 -0.744
S 1.587 -0.466 -1.046 0.240
H 1.877 6.181 -10.543 0.446
C -0.586 0.581 -5.147 0.234
C -1.914 -1.166 6.775 0.356
C 1.738 -4.318 -3.489 -0.893
C -2.181 -4.406 1.106 -0.457
H -4.112 -5.556 -2.031 0.518
C -3.576 -5.224 -1.151 -1.057
C 0.290 -0.316 2.261 -2.456
H -1.866 -2.080 -2.744 0.133
Te 2.261 0.601 2.299 0.125
C 0.350 2.966 -7.569 0.354
C -6.382 -1.984 0.061 0.226
C -3.257 -5.272 1.232 -0.946
Ge -4.808 0.419 -0.063 0.482
H -0.584 -3.544 4.778 0.592
F -2.573 2.447 4.188 -0.485
H 1.630 -2.807 4.475 0.763
C 2.253 1.287 4.311 -0.798
H -1.634 -4.110 1.994 0.232
F -2.598 4.327 -2.872 -0.141
H 3.258 -5.527 1.608 0.500
C -6.190 -0.798 -0.627 0.008
H 1.287 4.988 -3.850 0.545
H 0.949 3.530 -13.944 0.354
C -1.486 -2.420 6.347 -1.202
H 0.803 1.031 7.154 0.319
H 4.655 -1.194 5.071 0.299
F -6.783 0.506 -2.504 -0.281
C 0.498 4.516 -13.822 -0.848
H 1.708 -0.234 7.974 0.506
C -5.947 4.207 -1.485 0.033
C -3.740 1.474 2.383 0.185
H -2.092 0.915 6.284 0.859
C -0.141 1.676 -5.949 0.911
C -5.876 0.549 2.696 0.148
H 4.184 -1.451 6.734 0.568
C 0.531 3.531 -8.895 0.258
H -4.788 -6.360 0.203 0.474
C 1.663 -3.198 3.468 -0.275
Si 5.385 -0.216 1.815 0.008
C -0.714 -1.451 4.278 -0.103
C 0.349 2.830 -5.361 -0.084
C -7.901 -1.515 -2.190 0.109
H 7.438 -1.308 1.043 0.388
F -6.985 -0.026 2.241 -0.312
N -0.955 -0.247 -2.908 0.971
F -6.842 0.576 4.839 -0.268
C -4.702 1.493 4.564 0.813
C 0.002 2.855 -9.995 -0.783
H 4.429 1.575 0.276 0.345
H 4.332 1.449 7.682 0.365
N -3.021 -0.902 9.094 -0.452
C -1.157 -0.206 4.711 -0.438
H -1.120 -1.816 2.257 -0.051
H 6.995 1.194 3.005 0.518
H -1.070 0.672 4.083 0.661
H -2.227 -4.019 -2.276 0.199
H 5.399 1.894 3.129 0.335
H -3.546 -5.634 2.209 0.504
C -2.509 -4.350 -1.284 0.006
F -8.618 -1.289 -3.276 -0.268
N -0.529 0.167 1.413 1.494
C -0.518 0.726 -3.755 -0.106
S -3.011 -0.875 -0.548 -0.657
C 4.021 1.739 6.677 -1.149
C 1.398 0.131 6.992 -0.691
H 0.072 -4.982 -2.309 0.596
H 5.863 0.546 4.174 0.180
N 0.011 1.952 -1.799 0.545
H 1.658 5.283 -8.281 0.232
C 0.441 2.996 -3.955 0.896
H 3.332 -1.337 -3.157 0.598
C -1.523 -1.591 -4.808 -1.136
C 1.211 4.738 -9.103 -0.525
C 0.930 4.134 -3.289 -0.979
C -7.317 -2.924 -0.327 0.059
H 2.773 2.244 4.208 0.828
H 1.006 4.590 -6.385 0.204
C 2.579 -4.726 1.863 -1.431
C -3.705 2.643 -1.654 0.019
F -7.030 4.952 -1.403 -0.256
C 1.651 -1.983 -1.986 1.002
C -1.090 -0.617 -5.675 -0.832
F -4.837 5.875 -2.708 -0.285
H 3.655 -1.421 3.285 -0.485
C 0.775 -4.179 -2.498 -0.578
C -4.790 2.128 -0.982 -0.803
C 0.478 3.045 -1.207 -0.616
H 1.741 -4.655 -0.095 0.563
C -5.830 0.865 4.049 0.048
C 0.812 4.571 -11.466 0.875
C -1.460 -1.358 -3.436 -0.112
C -4.825 4.682 -2.155 0.433
F -6.988 2.501 -0.264 -0.335
C -0.894 -2.560 5.102 -0.058
F -2.558 1.901 -1.784 0.997
H -1.935 -2.524 -5.166 0.676
H 4.916 0.133 -0.614 0.208
C 0.812 -3.212 1.214 0.313
C 0.136 3.363 -11.274 -0.489
C 6.507 -1.658 1.493 -1.090
C -3.954 -5.679 0.104 -0.790
H 3.507 2.698 6.763 0.368
C 0.780 -2.701 2.517 0.330
C 3.661 -0.949 2.307 1.052
O -0.220 1.309 0.691 -0.098
H -0.288 2.823 -12.107 0.425
C -3.686 3.892 -2.239 -0.254
H -1.139 -0.736 -6.749 0.662
C -8.087 -2.682 -1.459 0.681
H 3.238 -4.589 3.899 0.555
Ta -0.816 0.095 -0.713 0.280
As -0.389 -2.643 -0.238 1.542
C -2.530 -1.019 8.063 -0.407
C -3.650 1.812 3.717 -0.155
C 3.800 -1.192 5.744 -0.919
H 6.768 -2.211 2.395 0.363
O 0.998 5.160 -12.652 -0.443
C 5.164 0.768 0.238 -0.963
H 6.041 -2.355 0.793 0.347
C -1.804 -3.941 -0.154 1.036
C -1.754 -0.057 5.952 -1.119
H -0.523 1.923 -9.841 0.436
C 2.562 -4.204 3.146 -0.885
N 0.661 3.647 -6.417 -0.039
Si 2.907 0.440 5.949 0.040
H 0.785 5.153 -14.652 0.245
F -2.722 1.834 1.583 -0.586
H 0.753 -0.631 6.549 -0.055
H 6.128 1.237 0.028 0.435
```

---

# 2
The following is a quantum chemistry calculation of a molecular structure, C73H66Cl2N8PRbSi, from OMol25.

The calculation puts the orbital gap at 2.740 eV. The calculation puts the LUMO energy at 0.1136 hartree. As for the HOMO energy: 0.0130 hartree. As for the total charge: -2.

The geometry in XYZ format:
```
152
Properties=species:S:1:pos:R:3:mulliken_charge:R:1
C -4.160 5.771 4.093 -0.863
H 4.238 -7.010 2.767 0.300
H 3.128 -2.977 5.209 0.287
C -3.470 4.688 3.562 -0.075
H -1.674 4.652 -3.166 0.272
C 1.418 -5.949 1.143 0.245
C 3.523 -6.331 2.312 -0.857
C 0.953 -0.109 3.091 -0.460
C -1.262 4.691 -2.154 -1.216
H -1.301 5.737 -1.839 0.540
N 0.703 -3.647 0.472 -0.449
C 0.612 4.340 3.245 -1.046
H -5.071 -0.536 0.019 0.624
H 0.337 1.491 -8.834 0.359
C 5.870 -1.530 -0.869 -0.324
C -1.834 -1.064 -8.380 -0.663
Si -1.670 0.127 -4.362 0.207
H -3.442 -1.181 -2.415 0.516
H -2.918 0.165 1.012 0.057
C -0.354 0.822 -8.332 -0.621
H -4.150 4.248 0.835 0.697
N -1.037 1.714 1.399 0.739
C -2.627 7.268 3.033 -0.800
C -0.753 -4.324 3.180 0.011
H 0.032 5.110 3.737 0.476
H 4.692 -4.545 2.667 0.310
H -3.152 4.204 -1.200 0.713
H 0.639 4.364 -3.151 0.345
H 3.544 -0.740 4.655 0.220
C -3.565 0.111 -4.112 -0.207
C -0.647 1.005 -6.980 -0.323
C 0.785 -1.889 4.375 0.493
C -4.451 0.798 -4.955 -0.099
C -0.064 -3.245 6.274 -0.063
H -0.701 -0.380 -10.081 0.343
H 2.974 -2.751 -5.573 0.394
H -6.310 3.563 -0.106 0.360
H -2.804 -1.551 -6.534 0.312
C -0.942 -0.219 -9.037 -0.427
H -4.098 -3.440 1.476 0.387
C -1.526 0.161 -6.288 0.541
H 1.126 3.754 3.997 0.332
C 5.566 -0.206 -0.557 -0.066
H -3.436 -5.811 1.747 0.360
H 3.485 -4.449 7.157 0.377
C 2.488 -4.096 6.928 -0.866
H 2.708 0.805 4.893 0.450
N 1.939 0.256 -0.154 1.544
H -1.734 3.871 -0.217 -0.643
C 1.544 -4.441 1.000 -1.351
C 0.131 -4.095 7.353 -0.863
H -4.267 7.909 4.259 0.401
H 1.565 -5.177 8.537 0.378
C -1.621 3.705 2.231 0.721
H 1.911 -3.801 -3.592 0.507
C -2.114 -0.873 -7.033 -0.311
H -6.791 1.169 -0.527 0.358
C -3.678 0.899 0.777 0.518
C -5.500 -0.705 -2.876 -0.639
C 0.196 4.185 -2.168 -0.770
C 2.976 -2.240 -4.618 -0.478
N -0.047 -0.799 2.609 -0.024
H -1.275 -6.364 2.826 0.517
H -2.958 2.219 -2.447 0.107
C 2.291 -3.248 5.843 0.157
C -2.145 2.361 -1.732 -0.480
C 7.165 -1.889 -1.217 -0.976
H 1.360 4.811 2.611 0.238
H 3.991 0.660 -3.183 0.460
C -0.173 -1.909 3.389 0.237
C 2.350 -2.171 -2.287 0.359
H -2.297 -1.882 -8.921 0.361
H -0.173 1.828 -6.450 0.206
H -0.722 -4.435 7.930 0.386
Rb -0.449 -1.314 -0.253 1.069
H -3.796 3.674 3.766 0.454
H 2.448 -0.525 6.028 0.437
H 2.097 -7.862 1.748 0.340
C -5.848 1.466 -0.089 -0.639
C -4.360 3.193 0.701 -0.481
C 1.411 -4.516 7.693 -0.354
C -0.938 1.820 -3.836 -0.855
N 1.494 -0.729 4.183 0.550
C -0.878 -1.145 -3.444 -0.498
C 2.319 -6.798 1.733 -0.370
C 8.175 -0.934 -1.255 -0.400
H 7.385 -2.924 -1.449 0.433
H 6.351 1.786 -0.390 0.445
C -5.577 2.807 0.150 -1.124
C 7.880 0.385 -0.944 -0.727
C 0.027 2.249 1.945 -1.417
C 2.615 -0.272 4.985 -1.252
C -2.803 -5.020 2.134 -0.560
C 2.378 -2.827 -3.512 -0.785
C -6.359 -0.009 -3.721 -0.399
N 3.798 0.824 0.907 0.205
H -5.029 5.598 4.717 0.397
H 4.022 -0.512 -5.363 0.390
H -1.170 -2.180 -3.664 0.142
C -2.129 3.824 -1.242 0.500
H -6.494 1.292 -5.429 0.378
N -0.280 3.487 2.462 0.598
H 4.436 0.688 2.914 -0.091
C 3.538 -0.324 -3.280 -0.429
H 8.658 1.140 -0.978 0.377
C -1.113 -2.987 3.024 -0.043
H -1.434 2.684 -4.329 0.069
H 0.100 1.812 -4.201 0.561
H 9.184 -1.218 -1.526 0.381
C 2.867 -4.084 1.671 0.136
C 4.690 1.217 1.998 -0.754
C -3.166 -3.692 1.970 -0.514
H 5.085 -2.277 -0.818 0.435
H -2.295 8.274 2.812 0.378
H 1.877 -2.662 -1.429 0.140
C -2.068 2.580 1.583 -0.356
Cl 3.347 -2.367 1.612 -0.075
C -3.735 7.066 3.836 -0.410
C -2.350 4.880 2.761 -0.309
C 3.556 -0.981 -4.503 -1.020
C 0.243 2.683 -1.835 0.813
H -4.050 1.378 -5.784 0.313
H -2.355 1.704 -0.883 -0.655
C 3.012 -0.204 -0.863 -1.379
C 6.582 0.746 -0.599 -0.184
C 2.424 0.859 0.908 -0.725
C 4.175 0.140 -0.218 0.934
C -4.889 0.512 0.223 -0.165
H 0.213 -1.045 -3.451 -0.535
H -5.910 -1.306 -2.070 0.364
H 5.706 0.952 1.729 0.641
H -7.433 -0.061 -3.575 0.380
C 2.936 -0.910 -2.166 0.770
N -0.889 1.954 -2.368 1.097
H -1.062 -2.923 6.003 0.431
C -3.399 2.241 1.027 0.192
H 0.803 4.736 -1.439 0.422
C 3.766 -4.947 2.252 -0.059
H 0.243 2.546 -0.746 -1.304
C -1.943 6.180 2.496 -0.155
C -2.328 -2.678 2.421 -0.505
C -1.595 -5.332 2.746 -1.030
H -1.100 6.346 1.834 0.484
H -2.609 -1.637 2.296 0.802
H 0.226 -4.576 3.574 0.446
C 1.016 -2.800 5.513 -0.285
C -5.831 0.749 -4.763 -0.706
C -4.122 -0.639 -3.068 0.017
H 1.168 2.231 -2.199 0.501
P 1.602 1.447 2.414 -0.654
Cl -0.025 -6.678 0.433 -0.281
H 4.635 2.287 2.184 0.297
```

---

# 3
The following is a quantum chemistry calculation of a molecular structure, C73H78AsClN7O10SSeSiTi, from OMol25.

The calculation puts the orbital gap at 6.528 eV. The calculation puts the relative energy (zero: lowest compared OMol25 entry of this formula, charge and spin) at 0.2886 eV. The calculation puts the LUMO energy at -0.1255 hartree. As for the HOMO energy: -0.3654 hartree. As for the total charge: +1.

The geometry in XYZ format:
```
174
Properties=species:S:1:pos:R:3:mulliken_charge:R:1
H 0.672 -3.225 0.175 -1.507
C 5.112 2.739 1.514 -1.088
H 1.288 4.878 4.284 0.488
O 1.492 -0.999 -5.078 -0.097
C 4.291 -1.835 -1.269 1.365
H 1.253 1.028 -6.826 0.251
C 1.038 4.611 2.168 -1.045
H -4.017 -2.176 6.407 0.405
C 4.443 -3.151 -1.717 -0.092
H 2.712 1.361 -0.427 -0.188
H -4.150 5.920 4.458 0.439
C 4.035 0.244 0.843 0.654
C 0.467 1.702 -3.267 0.549
C 2.859 -0.340 4.811 -0.602
C 2.836 -3.251 2.458 0.756
H -7.122 2.393 -1.294 0.260
H -1.403 -2.308 1.648 -0.670
C -3.230 -1.718 5.823 -0.956
H -0.199 -1.070 -9.216 0.416
As 0.402 -0.014 3.228 1.951
H 1.861 -2.776 2.485 -0.402
O -1.063 -0.248 -1.721 0.361
C -1.261 -4.336 1.404 0.525
C -4.373 3.965 3.542 -0.513
H -1.035 -6.212 -1.391 0.717
H -0.008 0.858 6.135 0.475
C 0.497 2.355 1.457 1.580
C -0.167 -5.382 1.145 -1.467
C -0.952 -1.686 5.061 -0.466
C 0.498 1.912 2.800 -0.657
C -1.088 3.386 -4.783 -0.374
H -2.011 -2.212 -1.318 -0.167
C -3.757 3.305 -0.817 0.354
C 3.517 1.420 0.297 0.823
Si 3.349 -1.414 0.310 0.377
H -2.691 0.910 3.776 -0.195
H -6.462 -0.110 -1.499 0.608
H 3.908 -3.958 -1.227 0.272
C 5.294 -3.467 -2.764 -0.979
N 1.251 -3.956 -0.291 1.664
C 4.044 2.658 0.633 -0.558
H -6.428 1.784 1.632 0.189
H 1.108 1.054 -2.688 -0.197
H 6.522 1.634 2.695 0.469
H -7.963 1.212 -0.303 0.432
H 0.718 4.013 0.133 0.535
H -4.161 0.234 -1.898 -0.310
N -2.838 2.620 1.096 1.482
H -4.576 4.366 2.546 0.237
H -2.271 5.425 1.408 0.529
C -1.185 -0.522 4.318 -0.056
C 0.792 2.861 3.782 -0.429
H 1.441 -4.727 -7.736 0.445
H -1.821 3.533 2.649 -0.247
C -6.998 1.698 -0.458 -0.846
H 6.458 -0.363 -3.443 0.485
C 2.429 -1.499 -4.141 -1.323
H 5.593 -0.557 2.095 0.395
C 5.033 -0.841 -1.917 -0.711
H 2.135 -4.006 0.221 0.058
H -0.098 -5.033 -2.303 0.491
N -1.936 4.311 -5.553 1.094
N 2.456 3.050 -3.738 1.112
C 1.056 4.186 3.485 -1.381
H -2.711 2.055 -4.373 0.615
H -4.325 1.846 3.089 0.233
H 4.676 -5.577 4.083 0.439
H -4.075 6.235 -2.407 0.496
H 5.398 -4.496 -3.082 0.486
C 0.258 3.672 -4.655 -0.741
H 2.428 -4.546 4.123 0.589
H -2.920 7.015 -0.377 0.504
H 1.989 -3.632 -5.614 0.381
C 1.680 -2.002 -2.916 0.159
C -2.434 2.645 2.495 -0.097
H 0.601 -5.312 1.923 0.381
H 4.707 -0.569 5.875 0.482
C -4.134 4.189 -1.820 -0.850
H 1.162 -6.057 -0.423 0.495
C -0.880 1.421 -3.442 1.034
H 0.697 4.539 -5.126 0.733
H -3.403 4.604 5.369 0.381
H -5.692 0.066 0.073 0.080
O 2.902 4.074 -4.205 -0.688
C 3.677 -0.239 5.930 -0.908
H 3.626 3.558 0.200 0.494
C 0.469 -5.235 -0.240 0.618
C -3.102 3.746 0.329 0.164
C 1.014 2.803 -3.893 -0.947
C -3.153 5.964 -0.484 -0.935
H -2.627 5.222 3.910 0.228
H 5.524 3.703 1.783 0.411
O 3.106 2.210 -3.147 -0.541
C -3.640 2.626 3.435 -0.587
C 5.890 -1.151 -2.965 -0.629
H -3.288 2.338 4.430 0.786
C 1.525 -3.051 -6.399 -0.868
C 5.137 0.344 1.695 -0.858
C 6.026 -2.464 -3.388 -0.863
N -1.201 -2.830 -1.322 -0.170
C 5.026 -3.412 1.500 -0.404
C -2.298 -4.369 0.280 -1.783
N -0.658 -2.990 1.526 -0.178
C -0.582 -5.221 -1.341 -1.654
C -2.787 5.086 0.520 -0.311
H 6.334 -4.851 2.400 0.468
Se -2.875 -0.235 0.870 -0.056
C -3.251 1.521 0.426 -0.032
C -6.652 2.474 0.815 -0.686
O -2.402 -0.373 -3.472 -0.679
H -5.342 3.791 4.012 0.456
C 0.327 0.489 -7.039 -0.869
O -3.139 4.213 -5.407 -0.622
C -1.508 0.184 -2.875 -0.115
H -2.476 -4.411 -1.843 0.686
H -3.059 -3.602 0.456 0.399
Ti 0.181 -0.805 -0.496 0.189
C 5.669 1.578 2.032 -0.828
H -4.638 3.859 -2.717 0.442
C 0.612 -0.974 -7.239 0.720
C -1.958 -2.281 5.805 -0.896
O 1.689 -1.383 0.234 2.188
H 6.710 -2.708 -4.190 0.400
N -3.869 1.924 -0.705 1.041
C 3.175 0.273 7.114 -0.673
H -0.127 -2.951 2.393 -0.398
H 1.438 1.063 8.101 0.467
C -4.729 1.090 -1.547 -0.723
H 3.055 -2.293 -4.539 0.829
H 1.430 -3.638 -1.269 -0.176
C -3.472 -0.566 5.095 -0.742
O 1.520 -3.208 -2.694 -0.732
C 5.349 -4.403 2.417 -0.792
H -2.803 -5.337 0.310 0.654
H 1.261 5.639 1.911 0.496
C -3.814 5.522 -1.636 -1.142
C -5.986 0.609 -0.828 -0.540
C 3.155 -4.238 3.380 -0.886
H -0.828 -2.772 -2.268 -0.185
H -1.768 -4.600 2.338 0.646
C 0.589 -2.962 -8.599 0.145
C 1.233 -1.709 -6.223 1.139
H -1.810 1.776 2.663 -0.718
C 1.031 0.561 6.062 -0.681
C -3.593 4.988 4.365 -1.419
C -1.690 -4.201 -1.112 0.047
H 4.949 0.190 -1.597 0.333
H -5.797 3.138 0.678 -0.006
S 0.021 1.489 -0.027 -0.209
C 1.209 -3.680 -7.598 -1.057
H 5.766 -3.096 0.775 0.508
H 0.049 -2.107 5.096 0.551
C 4.417 -4.815 3.359 -1.057
H 3.808 0.358 7.988 0.395
H -0.132 0.918 -7.927 0.428
Cl 0.186 -3.738 -10.098 -0.223
C -1.664 2.268 -4.209 -0.294
H -0.612 -6.375 1.219 0.691
H -4.456 -0.115 5.108 0.487
H 3.058 -0.662 -3.839 -0.218
H 0.821 2.562 4.818 0.494
C 0.288 -1.619 -8.421 -0.909
C 1.844 0.670 7.178 -0.835
O -1.380 5.107 -6.273 -0.636
H -0.339 0.638 -6.186 -0.031
C 0.750 3.701 1.171 -1.412
C 1.534 0.067 4.855 0.394
H -1.748 -3.176 6.376 0.490
C -2.460 0.022 4.340 0.325
H -7.495 3.094 1.122 0.515
H -5.004 1.695 -2.411 0.796
C 3.760 -2.815 1.503 0.199
O 1.190 -1.073 -2.182 2.003
H 3.262 -0.744 3.896 0.559
```

---

Q: The highest total charge belongs to which entry?
A: C73H54AsF15GeN6O2S2Si2TaTe

---

Q: What is the formula in the third record?
A: C73H78AsClN7O10SSeSiTi

---

Q: Which formula does entry 2 have?
A: C73H66Cl2N8PRbSi